1.
DFT (the ωB97M-V functional and the def2-TZVPD basis) results for an isolated molecule of C6H10O.

Atoms and positions in Å:
O  -3.843  1.401  -0.287
C  -2.852  1.232  -1.008
C  -1.368  1.170  -0.797
C  -0.806  -0.252  -0.210
C  0.669  -0.299  0.004
C  1.336  -0.632  1.155
C  2.804  -1.106  1.090
H  -3.080  1.089  -1.989
H  -0.655  1.961  -0.227
H  -0.760  1.304  -1.790
H  -0.975  -0.941  -0.922
H  -1.562  -0.276  0.675
H  1.237  -0.130  -0.878
H  0.524  -0.983  1.859
H  3.062  -1.335  2.157
H  2.718  -1.940  0.381
H  3.552  -0.262  0.787

As for the maximum force: 5.63 eV Å⁻¹. Its relative energy (zero: lowest compared OMol25 entry of this formula, charge and spin) is 69.0 kcal/mol. The calculation puts the gap between HOMO and LUMO at 10.02 eV. The value obtained for the HOMO energy is -0.342 hartree.

***

2.
DFT (the ωB97M-V functional and the def2-TZVPD basis) results for a structure of composition C37H51AsIrN8O6S2Si2.

Atoms and positions in Å:
Ir  -2.242  -0.885  0.478
C  -4.922  -0.968  -1.010
N  -4.414  -1.187  0.351
C  -5.141  -0.509  1.436
C  -4.183  -0.283  2.549
N  -2.886  -0.159  2.347
C  -2.320  0.106  3.617
C  -1.008  0.325  4.017
C  -0.783  0.566  5.358
C  -1.833  0.586  6.291
C  -3.138  0.373  5.905
C  -3.350  0.142  4.550
N  -4.517  -0.111  3.828
C  -3.813  -1.297  -1.938
N  -2.551  -1.186  -1.594
C  -1.804  -1.583  -2.721
C  -0.434  -1.716  -2.918
C  -0.013  -2.115  -4.171
C  -0.923  -2.389  -5.206
C  -2.282  -2.285  -5.012
C  -2.693  -1.883  -3.747
N  -3.963  -1.691  -3.206
H  -5.195  0.083  -1.119
H  -5.805  -1.564  -1.239
H  -4.401  -2.190  0.542
H  -6.005  -1.077  1.775
H  -5.500  0.454  1.071
H  -0.199  0.282  3.314
H  0.230  0.736  5.706
H  -1.611  0.762  7.336
H  -3.949  0.378  6.621
H  -5.450  -0.153  4.206
H  0.264  -1.517  -2.116
H  1.043  -2.233  -4.369
H  -0.548  -2.699  -6.174
H  -2.988  -2.517  -5.800
H  -4.840  -1.852  -3.675
O  2.291  -7.877  1.649
C  2.384  -6.570  1.956
O  3.384  -6.113  2.419
C  1.171  -5.721  1.680
C  0.433  -5.855  0.511
C  -0.650  -5.020  0.272
C  -1.012  -4.068  1.223
S  -2.476  -3.137  0.934
C  -0.285  -3.960  2.412
C  0.824  -4.759  2.622
H  1.400  -8.115  1.365
H  0.719  -6.583  -0.239
H  -1.220  -5.105  -0.644
H  -0.604  -3.269  3.183
H  1.417  -4.656  3.522
C  2.977  -1.695  -0.827
Si  3.094  -0.102  -1.759
C  3.022  -0.544  -3.560
C  4.525  0.961  -1.330
As  0.949  1.049  -1.551
Si  -0.001  2.661  -3.067
C  -1.816  2.230  -3.010
C  0.303  4.435  -2.692
C  0.714  2.117  -4.683
H  3.726  -2.372  -1.257
H  1.994  -2.159  -0.964
H  3.184  -1.623  0.241
H  4.007  -0.877  -3.904
H  2.704  0.280  -4.198
H  2.328  -1.376  -3.692
H  5.408  0.578  -1.851
H  4.722  0.948  -0.255
H  4.356  1.995  -1.636
H  -2.379  2.934  -2.390
H  -1.991  1.216  -2.642
H  -2.219  2.291  -4.027
H  0.528  4.617  -1.640
H  -0.593  5.004  -2.956
H  1.139  4.810  -3.287
H  0.486  1.063  -4.869
H  1.798  2.253  -4.707
H  0.289  2.706  -5.504
C  3.461  6.685  0.462
C  3.851  5.217  0.299
S  2.443  4.124  0.401
O  2.494  3.204  -0.722
O  1.214  4.879  0.559
C  2.673  3.210  1.900
C  1.413  2.402  2.192
N  1.207  1.226  1.356
C  0.145  1.053  0.441
N  -0.289  -0.339  0.609
C  0.667  -0.970  1.326
C  1.587  -0.089  1.760
N  2.740  -0.427  2.488
O  2.871  -1.595  2.834
O  3.547  0.462  2.744
C  -0.994  2.045  0.484
H  4.360  7.287  0.588
H  2.820  6.833  1.330
H  2.921  7.045  -0.412
H  4.520  4.886  1.098
H  4.312  4.999  -0.663
H  2.798  3.966  2.681
H  3.560  2.584  1.830
H  0.563  3.073  2.081
H  1.450  2.078  3.231
H  0.673  -2.023  1.501
H  -1.395  2.111  1.499
H  -1.794  1.699  -0.182
H  -0.683  3.040  0.160

As for the maximum force: 2.87 eV Å⁻¹. Its relative energy (zero: lowest compared OMol25 entry of this formula, charge and spin) is 81.7 kcal/mol. The expectation value of S² is 0.754. The spin multiplicity is 2. The calculation puts the gap between HOMO and LUMO (spin up / spin down) at 5.43 / 5.34 eV. The value obtained for the HOMO energy (spin up / spin down) is -0.430 / -0.427 hartree. As for the total charge: +2.

***

3.
DFT (the ωB97M-V functional and the def2-TZVPD basis) results for a cluster of 2 separate species, C4H10OS2 in total.

Atoms and positions in Å:
C  2.297  0.131  -1.402
C  0.395  -1.543  -1.395
C  -2.671  0.832  2.094
C  1.771  -1.003  -1.045
O  0.651  1.537  0.892
S  -1.804  -0.037  0.750
S  -0.759  1.522  0.061
H  1.132  0.757  0.705
H  3.277  0.459  -0.825
H  1.811  0.683  -2.250
H  0.418  -2.531  -1.747
H  -0.004  -1.053  -2.197
H  -0.271  -1.398  -0.404
H  -3.423  1.555  1.813
H  -2.062  1.411  2.632
H  -3.108  0.168  2.667
H  2.349  -1.489  -0.349

As for the maximum force: 5.06 eV Å⁻¹. Its relative energy (zero: lowest compared OMol25 entry of this formula, charge and spin) is 67.0 kcal/mol. The calculation puts the gap between HOMO and LUMO at 9.65 eV. The value obtained for the HOMO energy is -0.327 hartree.

***

4.
DFT (the ωB97M-V functional and the def2-TZVPD basis) results for a cluster of 2 separate species, C4H11PS in total.

Atoms and positions in Å:
C  -0.877  2.282  0.011
C  -1.553  -0.155  -0.233
C  1.837  -2.434  -0.286
C  -0.343  0.859  -0.223
P  0.911  0.402  1.110
S  2.560  1.139  -0.040
H  0.015  2.926  0.107
H  -1.485  2.543  -0.845
H  -1.674  2.352  0.804
H  -1.302  -1.108  -0.650
H  -2.328  0.219  -0.879
H  -2.037  -0.273  0.741
H  1.725  -3.451  0.140
H  2.834  -2.119  -0.399
H  1.370  -2.090  -1.229
H  0.128  0.919  -1.115
H  2.009  2.332  -0.200

As for the maximum force: 4.85 eV Å⁻¹. Its relative energy (zero: lowest compared OMol25 entry of this formula, charge and spin) is 2.8 kcal/mol. The expectation value of S² is 2.006. The spin multiplicity is 3. The calculation puts the gap between HOMO and LUMO (spin up / spin down) at 8.41 / 7.82 eV. The value obtained for the HOMO energy (spin up / spin down) is -0.279 / -0.337 hartree.

***

5.
DFT (the ωB97M-V functional and the def2-TZVPD basis) results for an isolated molecule of C3H5NO.

Atoms and positions in Å:
C  1.245  0.291  -0.404
O  0.136  -0.413  -0.928
C  -1.055  -0.154  -0.251
C  -1.025  -0.670  1.139
N  -0.823  -0.826  2.260
H  2.090  0.027  -1.038
H  1.465  0.008  0.634
H  1.081  1.377  -0.449
H  -1.869  -0.564  -0.848
H  -1.245  0.924  -0.113

As for the maximum force: 0.44 eV Å⁻¹. Its relative energy (zero: lowest compared OMol25 entry of this formula, charge and spin) is 26.9 kcal/mol. The calculation puts the gap between HOMO and LUMO at 11.77 eV. The value obtained for the HOMO energy is -0.402 hartree.

***

6.
DFT (the ωB97M-V functional and the def2-TZVPD basis) results for a structure of composition C51H40Cl3F5LuPSb2Si.

Atoms and positions in Å:
Lu  0.486  2.219  0.122
C  -0.096  -0.701  -2.530
C  -0.691  -1.939  -1.822
C  -0.571  -1.929  -0.282
Sb  1.432  -2.464  0.589
C  1.174  -1.659  2.579
C  1.935  -0.562  2.977
C  1.916  -0.125  4.317
C  1.150  -0.824  5.253
C  0.428  -1.932  4.855
C  0.419  -2.337  3.520
C  0.777  -4.522  0.988
C  1.783  -5.475  1.114
C  1.454  -6.794  1.459
C  0.118  -7.187  1.604
C  -0.855  -6.234  1.503
C  -0.540  -4.914  1.215
Sb  1.908  -0.087  -1.863
C  2.699  -1.956  -2.586
C  3.970  -2.301  -2.146
C  4.616  -3.427  -2.679
C  4.002  -4.197  -3.665
C  2.733  -3.828  -4.113
C  2.084  -2.709  -3.587
C  2.845  1.049  -3.509
C  3.586  2.174  -3.238
C  4.304  2.807  -4.258
C  4.285  2.333  -5.557
C  3.445  1.267  -5.851
C  2.745  0.609  -4.820
H  -0.733  0.176  -2.344
H  -0.075  -0.766  -3.632
H  -0.211  -2.865  -2.220
H  -1.747  -2.076  -2.111
H  -1.302  -2.664  0.071
H  -0.880  -0.947  0.102
H  2.529  0.011  2.256
H  2.518  0.735  4.607
H  1.164  -0.525  6.297
H  -0.081  -2.574  5.577
H  -0.159  -3.234  3.255
H  2.852  -5.210  1.002
H  2.267  -7.511  1.588
H  -0.121  -8.246  1.801
H  -1.916  -6.474  1.661
H  -1.354  -4.166  1.249
H  4.476  -1.721  -1.357
H  5.617  -3.683  -2.299
H  4.510  -5.073  -4.088
H  2.207  -4.375  -4.886
H  1.106  -2.434  -3.986
H  3.566  2.603  -2.239
H  4.927  3.671  -4.001
H  4.923  2.794  -6.315
H  3.369  0.875  -6.866
H  2.114  -0.255  -5.073
C  -5.490  -1.180  -0.355
C  -4.746  -1.773  0.673
C  -3.691  -1.084  1.238
C  -3.356  0.218  0.814
C  -3.995  0.742  -0.323
C  -5.084  0.051  -0.861
P  -2.030  1.091  1.698
C  -2.505  0.983  3.447
C  -3.830  0.781  3.803
C  -4.164  0.716  5.155
C  -3.201  0.796  6.133
C  -1.867  0.980  5.761
C  -1.529  1.118  4.430
C  -2.306  2.832  1.284
C  -3.294  3.568  1.932
C  -3.578  4.869  1.538
C  -2.906  5.360  0.433
C  -1.941  4.592  -0.228
C  -1.535  3.350  0.262
H  -6.374  -1.692  -0.777
H  -4.998  -2.766  1.042
H  -3.103  -1.516  2.073
H  -3.638  1.681  -0.753
H  -5.628  0.514  -1.697
H  -4.614  0.696  3.050
H  -5.211  0.591  5.436
H  -3.483  0.693  7.196
H  -1.056  1.102  6.507
H  -0.517  1.382  4.132
H  -3.849  3.123  2.767
H  -4.292  5.442  2.112
H  -3.102  6.377  0.077
H  -1.504  5.028  -1.118
F  -0.120  1.896  -3.922
C  0.278  3.050  -3.345
C  0.520  3.172  -1.991
C  0.999  4.413  -1.562
F  1.312  4.496  -0.192
C  1.192  5.511  -2.391
F  1.507  6.724  -1.922
C  0.852  5.338  -3.739
F  0.916  6.371  -4.616
C  0.401  4.130  -4.223
F  0.109  3.938  -5.542
Cl  3.317  2.198  0.510
Si  3.060  3.846  2.175
Cl  0.883  3.136  2.659
Cl  4.087  2.697  3.584

As for the maximum force: 1.55 eV Å⁻¹. Its relative energy (zero: lowest compared OMol25 entry of this formula, charge and spin) is 0.0 kcal/mol. The calculation puts the gap between HOMO and LUMO at 8.27 eV. The value obtained for the HOMO energy is -0.306 hartree.

***

7.
DFT (the ωB97M-V functional and the def2-TZVPD basis) results for a structure of composition C18H19Br2F3I2N2O5P.

Atoms and positions in Å:
C  1.743  -2.383  -1.283
C  1.325  -1.193  -0.869
C  0.509  -1.000  0.409
C  0.769  0.355  1.135
P  -0.334  0.128  2.733
O  -1.794  -0.335  2.132
I  0.489  -1.855  3.973
C  2.289  0.655  1.415
Br  2.275  1.554  3.212
C  3.176  -0.589  1.670
C  4.714  -0.419  1.580
O  5.196  0.839  1.988
C  5.331  -0.847  0.213
F  4.444  -0.942  -0.776
F  6.347  -0.048  -0.113
F  5.869  -2.083  0.349
C  2.529  1.581  0.231
Br  4.124  2.178  -0.564
N  1.441  2.052  -0.276
I  1.626  3.368  -1.823
C  0.184  1.596  0.391
C  -0.101  2.855  1.321
O  -1.149  2.904  1.981
O  0.805  3.709  1.350
C  -0.946  1.316  -0.573
C  -0.733  0.957  -1.915
C  -1.836  0.692  -2.676
N  -3.106  0.759  -2.324
C  -3.323  1.096  -1.059
C  -2.263  1.353  -0.198
H  2.609  -2.479  -1.928
H  1.218  -3.273  -0.935
H  1.636  -0.349  -1.481
H  -0.561  -1.133  0.216
H  0.799  -1.838  1.047
H  -2.008  -1.246  2.376
H  2.911  -1.457  1.061
H  2.978  -0.880  2.699
H  5.129  -1.153  2.282
H  5.337  0.821  2.939
H  0.266  0.865  -2.315
H  -1.642  0.383  -3.707
H  -4.353  1.170  -0.675
H  -2.500  1.592  0.830
C  -5.990  -1.707  -2.038
C  -6.875  -0.581  -1.447
O  -6.265  -0.011  -0.391
H  -5.804  -2.492  -1.299
H  -6.487  -2.179  -2.905
H  -5.030  -1.316  -2.384
H  -7.866  -1.073  -1.255
H  -7.106  0.084  -2.322

As for the maximum force: 2.53 eV Å⁻¹. The calculation puts the gap between HOMO and LUMO at 2.50 eV. The value obtained for the HOMO energy is -0.089 hartree. As for the total charge: -1.

***

Q: Which value of maximum force does entry 5 give?
A: 0.44 eV Å⁻¹